No. 1
This record from the Open Molecules 2025 dataset describes 2 unconnected molecules or ions with the total composition H3NO3P2. The level of theory is ωB97M-V/def2-TZVPD.

As for the HOMO-LUMO gap (alpha / beta): 7.075 / 7.075 eV. The total charge is -2. The maximum force is 0.0909 hartree/bohr. For the highest occupied orbital energy (alpha / beta), the calculation gives 0.4 / 0.4 eV. Its spin multiplicity is 1. The energy relative to the best compared isomer or geometry (same formula, charge and spin) is 74.6 kcal/mol.

XYZ file:
```
9
Properties=species:S:1:pos:R:3:forces:R:3:mulliken_charge:R:1
N 0.43132 -0.71061 -0.09906 1.25 -0.86 -4.42 -0.53
O 2.46446 0.00812 -1.76098 0.15 0.47 0.03 -0.79
O 2.23216 1.34480 0.48872 -0.30 -0.71 -0.77 -0.80
O 2.87585 -1.13331 0.48903 1.10 -0.68 0.71 -0.76
P -0.55863 0.39730 0.56745 -3.44 -0.14 1.35 -0.13
P 2.27874 0.00458 -0.26275 -0.97 0.06 -0.15 0.92
H -0.10920 -0.91739 -1.66927 1.36 0.93 4.03 0.15
H -1.31409 -0.70424 1.40002 0.15 1.49 -0.39 -0.05
H -0.07959 1.01057 1.77326 0.69 -0.57 -0.38 0.00
```
Forces are in eV/Å.

No. 2
This record from the Open Molecules 2025 dataset describes 9 unconnected molecules or ions with the total composition C34H40BF8N2O29. The level of theory is ωB97M-V/def2-TZVPD.

As for the HOMO-LUMO gap: 7.576 eV. The total charge is +1. The maximum force is 0.0266 hartree/bohr. For the highest occupied orbital energy, the calculation gives -12.1 eV. Its spin multiplicity is 1.

XYZ file:
```
114
Properties=species:S:1:pos:R:3:forces:R:3:mulliken_charge:R:1
N 5.06845 -6.53844 3.34729 -0.19 -0.08 0.06 -0.62
C 4.30041 -6.92856 2.16215 1.01 0.28 0.22 -0.84
C 4.35475 -5.81240 1.12889 0.33 0.34 -0.07 0.49
O 4.22506 -4.54055 1.76083 -0.55 -0.29 0.03 -0.54
C 3.37948 -6.01687 -0.03941 -0.27 -0.24 0.23 -1.60
C 2.05055 -6.63913 0.31288 -0.19 -0.24 -0.32 0.94
C 1.70071 -7.82753 -0.31294 0.07 0.46 0.29 -1.16
N 0.53356 -8.42431 -0.04247 0.20 0.10 -0.09 0.05
C -0.35425 -7.92604 0.82484 -0.10 0.34 0.06 -0.83
C -0.10509 -6.72972 1.47778 0.47 -0.24 -0.01 0.80
C -1.12039 -6.14379 2.39729 -0.57 -0.16 -0.64 -1.38
B -1.98030 -5.05193 1.58912 0.20 0.53 -0.08 0.74
O -1.37103 -4.33414 0.57200 0.19 -0.19 0.29 -0.63
O -3.28785 -4.88762 1.85949 0.08 -0.29 -0.05 -0.46
C 1.12289 -6.09746 1.20603 -0.07 -0.02 0.18 0.95
C 1.41834 -4.78393 1.91312 0.07 -0.84 0.29 -0.08
O 1.37588 -3.74065 1.35977 -0.06 1.13 -0.77 -0.56
O 1.67843 -4.86520 3.21274 -0.07 -0.22 0.32 -0.31
H 5.93544 -6.10279 3.05565 0.03 0.17 -0.01 0.22
H 5.34519 -7.36476 3.86272 -0.09 -0.04 0.07 0.26
H 3.28747 -7.20057 2.45429 -0.16 -0.06 0.07 0.33
H 4.78848 -7.78643 1.69296 -0.42 -0.33 -0.30 0.40
H 5.35561 -5.84277 0.70176 0.05 -0.06 -0.11 0.31
H 3.85572 -3.93383 1.11351 0.15 0.23 0.01 0.38
H 3.18023 -5.08281 -0.56292 0.13 0.21 0.02 0.52
H 3.87622 -6.66340 -0.75588 0.01 -0.11 -0.17 0.58
H 2.35193 -8.29176 -1.03071 0.02 -0.23 -0.13 0.46
H 0.31848 -9.28503 -0.52820 -0.08 -0.07 0.03 0.31
H -1.27050 -8.47580 0.96059 -0.07 -0.13 0.02 0.49
H -1.83358 -6.90109 2.70734 0.05 -0.20 0.30 0.51
H -0.64440 -5.71638 3.27257 -0.10 0.18 0.17 0.36
H -1.15163 -3.42808 0.81902 -0.11 0.14 -0.26 0.28
H -3.65771 -4.27082 1.21325 -0.26 0.15 0.25 0.32
H 1.82330 -5.78373 3.47611 0.14 0.00 0.21 0.44
C -0.89154 -0.21825 1.92193 0.23 -0.15 -0.17 -0.17
C -1.24776 0.69448 3.06804 -0.16 0.31 -0.19 0.40
O -2.67090 0.69176 3.03097 0.14 -0.40 0.14 -0.34
C -3.06239 -0.49559 2.49864 -0.13 0.13 0.07 0.60
O -4.15531 -0.94419 2.55166 -0.01 -0.01 -0.11 -0.54
O -2.00368 -1.12181 1.91395 0.18 -0.07 -0.06 -0.26
F -0.80164 1.95769 2.86123 -0.09 -0.05 -0.01 -0.32
H -0.84733 0.31376 0.97209 -0.07 0.14 0.06 0.26
H 0.04254 -0.75126 2.08247 -0.13 -0.20 0.07 0.07
H -0.90953 0.34599 4.03873 -0.01 0.17 0.11 0.36
C -3.76414 3.41707 1.15218 0.23 0.19 0.24 -0.36
C -3.50543 2.57242 -0.07086 -0.06 -0.11 0.14 0.46
O -4.79674 2.42045 -0.62407 0.10 0.18 -0.09 -0.32
C -5.51723 3.52550 -0.26045 0.13 0.18 -0.04 0.66
O -6.51873 3.86603 -0.79411 -0.18 -0.08 0.02 -0.50
O -4.89846 4.18950 0.73483 0.01 -0.21 -0.05 -0.34
F -3.00458 1.34533 0.25557 -0.08 -0.07 -0.17 -0.25
H -4.02497 2.80805 2.01827 -0.05 -0.12 -0.09 0.33
H -2.92561 4.06136 1.39883 -0.14 0.19 -0.09 0.30
H -2.85571 3.03550 -0.81180 0.11 -0.15 0.05 -0.01
C 2.58977 -1.27400 4.08160 -0.08 -0.24 0.00 -0.17
C 3.52653 -0.50760 4.99007 0.03 0.19 -0.19 0.30
O 2.79105 0.67613 5.25744 -0.04 -0.34 0.17 -0.32
C 1.47189 0.37064 5.16245 0.09 0.20 0.09 0.63
O 0.59003 1.04958 5.56489 -0.03 -0.07 -0.08 -0.51
O 1.30406 -0.83151 4.54470 0.19 0.02 -0.06 -0.26
F 4.68321 -0.18540 4.36834 -0.04 0.05 0.01 -0.29
H 2.72370 -0.98327 3.03863 0.10 0.09 0.03 0.19
H 2.68392 -2.35307 4.16970 -0.17 0.00 0.08 0.10
H 3.75522 -1.00773 5.93230 0.11 0.01 -0.01 0.32
C -1.94131 6.42186 -3.68362 0.06 0.24 -0.09 -0.37
C -3.19570 5.60460 -3.49028 0.06 -0.14 -0.15 0.46
O -2.94867 4.96761 -2.24427 -0.16 0.21 0.06 -0.34
C -2.12140 5.78376 -1.53096 -0.03 0.02 -0.02 0.54
O -1.94703 5.67749 -0.35927 0.13 -0.10 0.00 -0.41
O -1.56728 6.71480 -2.32353 -0.17 -0.16 0.00 -0.31
F -3.33771 4.65963 -4.45423 0.05 -0.03 0.09 -0.33
H -1.15297 5.84156 -4.15932 -0.02 -0.07 0.02 0.21
H -2.10055 7.33584 -4.24764 0.06 0.11 0.18 0.26
H -4.11839 6.18175 -3.42063 -0.07 -0.10 -0.09 0.25
C 9.61248 -5.31210 2.94602 -0.06 0.01 0.23 -0.43
C 10.25949 -4.46703 1.87142 0.18 -0.19 -0.07 0.25
O 9.59839 -4.91980 0.69538 -0.17 0.25 0.13 -0.32
C 8.37351 -5.36176 1.05766 0.07 -0.05 -0.10 0.63
O 7.47838 -5.57267 0.30509 0.04 -0.09 0.03 -0.53
O 8.30017 -5.52396 2.39977 0.07 0.03 0.01 -0.26
F 11.58145 -4.70878 1.76152 -0.06 -0.03 -0.06 -0.28
H 10.11868 -6.27100 3.05784 0.09 0.03 -0.10 0.28
H 9.55572 -4.81673 3.91088 -0.21 0.03 -0.04 0.29
H 10.09957 -3.39338 1.97939 0.09 0.02 -0.03 0.30
C -7.17341 2.96996 -3.91981 0.14 0.00 0.27 -0.03
C -7.14511 1.85271 -4.93536 -0.29 0.04 -0.05 0.36
O -7.34379 2.54306 -6.15757 0.33 0.07 0.04 -0.32
C -6.85818 3.80810 -5.99478 -0.08 -0.05 0.12 0.67
O -6.62622 4.56133 -6.87868 0.03 0.07 -0.10 -0.53
O -6.65703 4.07028 -4.68234 -0.04 -0.11 -0.07 -0.28
F -8.15189 0.96475 -4.75199 0.03 0.06 -0.07 -0.28
H -8.18977 3.19224 -3.59472 -0.05 -0.08 -0.08 0.25
H -6.55435 2.78292 -3.04779 0.08 0.16 -0.04 -0.11
H -6.20006 1.30853 -4.98418 -0.06 -0.11 0.02 0.28
C -0.17709 8.17806 0.96921 -0.06 -0.04 -0.24 0.06
C -0.81331 8.75004 2.21409 0.26 -0.07 0.17 0.30
O 0.07791 9.79336 2.56105 -0.24 0.09 -0.20 -0.32
C 0.67500 10.22404 1.40954 0.13 0.00 -0.02 0.63
O 1.27913 11.23406 1.30002 0.04 -0.02 0.04 -0.49
O 0.46565 9.33034 0.41093 -0.09 -0.05 0.15 -0.33
F -0.86091 7.84735 3.22581 0.02 0.05 0.00 -0.28
H 0.57285 7.42444 1.21321 -0.03 0.00 0.15 0.22
H -0.89564 7.75626 0.27602 0.04 0.13 -0.13 -0.12
H -1.81150 9.16457 2.06357 -0.05 -0.07 0.09 0.30
C -2.73056 6.10045 -8.43125 -0.25 0.12 -0.04 -0.43
C -2.27044 4.70278 -8.08513 0.12 -0.01 -0.20 0.49
O -0.98657 4.93696 -7.52260 -0.20 0.03 0.25 -0.32
C -0.99675 6.18691 -6.98753 0.04 0.06 -0.13 0.71
O -0.19160 6.60301 -6.22135 0.03 -0.03 -0.05 -0.52
O -2.07042 6.88258 -7.42548 0.01 -0.13 -0.01 -0.32
F -2.14076 3.91907 -9.17966 0.07 0.02 0.04 -0.29
H -2.37919 6.40456 -9.41746 0.08 -0.12 -0.02 0.29
H -3.80812 6.22629 -8.37507 0.03 0.09 0.19 0.29
H -2.89473 4.18998 -7.35166 -0.01 -0.08 -0.06 0.12
```
Forces are in eV/Å.

No. 3
This record from the Open Molecules 2025 dataset describes a molecular structure, C30H34N3O7PSe4Zr. The level of theory is ωB97M-V/def2-TZVPD.

As for the HOMO-LUMO gap: 6.304 eV. The total charge is -2. The maximum force is 0.0124 hartree/bohr. For the highest occupied orbital energy, the calculation gives -2.5 eV. Its spin multiplicity is 1. The energy relative to the best compared isomer or geometry (same formula, charge and spin) is 11.6 kcal/mol.

XYZ file:
```
80
Properties=species:S:1:pos:R:3:forces:R:3:mulliken_charge:R:1
Zr 1.52513 -0.50846 -1.64924 0.07 0.06 -0.63 -0.78
O -1.86191 -4.98754 -0.25607 -0.01 -0.07 -0.02 -0.70
C -1.51890 -5.19731 -1.54062 -0.01 -0.02 0.03 0.48
C -1.97952 -6.36048 -2.15776 0.00 0.00 -0.01 -0.70
C -1.65667 -6.62568 -3.47613 0.00 0.00 0.01 -0.25
C -0.86830 -5.74144 -4.20592 0.00 0.01 -0.01 -0.83
C -0.40940 -4.58609 -3.59853 -0.01 0.00 0.02 -0.27
C -0.72309 -4.29948 -2.27115 -0.13 0.09 -0.09 -0.30
C -0.19838 -3.04824 -1.68013 0.17 -0.06 0.07 1.31
O 0.53353 -2.29111 -2.39588 0.01 0.02 0.15 -0.13
N -0.46547 -2.80215 -0.41967 0.03 -0.03 0.02 -1.30
N 0.21123 -1.65929 -0.00954 0.18 0.12 0.19 1.12
C 0.03235 -1.36452 1.22999 -0.02 -0.02 0.00 -1.28
C 0.65732 -0.27880 1.93794 0.05 0.00 0.04 0.62
C 0.62016 -0.27019 3.33804 0.01 0.02 0.00 -0.49
C 1.26066 0.71369 4.05993 -0.01 -0.01 0.00 -0.79
C 1.95554 1.71355 3.37113 0.02 0.02 -0.02 -0.70
C 1.98082 1.74696 1.99377 -0.05 0.06 0.01 -0.57
C 1.31659 0.75849 1.24563 -0.14 -0.01 -0.03 0.75
O 1.29341 0.81634 -0.05388 0.01 -0.14 -0.17 1.48
H -1.42315 -4.14023 0.02065 -0.01 0.06 0.01 0.65
H -2.58948 -7.04030 -1.57635 0.00 0.00 0.00 0.41
H -2.02425 -7.53410 -3.94005 0.01 0.00 0.00 0.34
H -0.61429 -5.95143 -5.23674 0.00 0.00 0.00 0.41
H 0.20535 -3.86974 -4.13062 0.00 -0.01 -0.01 0.26
H -0.62037 -2.02283 1.80371 -0.01 -0.01 0.01 0.18
H 0.09271 -1.06866 3.85043 0.00 0.00 -0.01 0.42
H 1.24683 0.70139 5.14175 0.00 0.00 0.00 0.38
H 2.49059 2.47417 3.92760 0.00 0.00 0.00 0.42
H 2.51491 2.51700 1.45009 0.00 -0.01 0.01 0.50
Se -0.52655 0.59304 -3.12565 0.20 0.04 0.03 -0.33
Se 1.12070 0.58195 -4.82491 0.01 -0.13 0.01 -0.24
Se 1.99117 -1.58561 -5.10341 -0.09 0.03 0.12 -0.28
Se 3.43066 -1.92231 -3.27147 -0.21 0.13 -0.02 -0.35
O 7.25798 -1.55685 2.79123 0.04 0.00 -0.10 -0.75
C 7.11368 -0.60144 2.00106 -0.09 0.10 0.18 0.39
O 7.82067 0.40500 1.81343 0.02 -0.08 -0.05 -0.73
C 5.81650 -0.66000 1.14888 0.04 -0.03 -0.02 0.19
C 4.94649 -1.73709 1.26443 0.00 0.01 0.02 -1.02
C 3.78495 -1.75823 0.51884 -0.05 0.05 0.05 -0.44
N 3.45830 -0.77081 -0.31934 0.01 -0.10 -0.23 0.33
C 4.29545 0.27199 -0.44983 -0.04 -0.01 0.14 0.71
C 5.47299 0.35909 0.26792 -0.01 0.02 0.02 -0.71
C 3.83339 1.36452 -1.39959 -0.01 0.00 0.07 0.18
O 4.33813 2.46752 -1.35318 0.04 -0.02 -0.10 -0.74
O 2.87863 0.98928 -2.19970 -0.06 0.04 0.36 -0.30
H 5.19863 -2.53482 1.94915 0.00 0.00 0.00 0.46
H 3.07837 -2.57760 0.59027 -0.01 -0.02 -0.02 0.55
H 6.12047 1.21650 0.15531 0.00 0.00 0.00 0.59
C -3.12172 1.42225 2.76366 0.02 -0.03 0.00 -1.56
C -2.71331 2.61042 1.88764 -0.03 -0.02 0.02 0.47
C -1.66604 3.44003 2.63164 0.01 -0.01 0.01 -1.53
P -2.01307 1.94236 0.29687 0.07 -0.08 -0.01 0.73
C -3.53213 1.32297 -0.61894 -0.01 0.01 -0.02 0.47
C -4.89762 1.87821 -0.21437 -0.01 -0.01 0.01 -1.64
C -3.55346 -0.20848 -0.60305 -0.01 -0.01 0.02 -1.23
C -1.58443 3.45098 -0.71239 -0.02 0.00 0.01 0.66
C -2.57046 4.61655 -0.67827 0.00 0.02 0.01 -1.62
C -0.14731 3.90691 -0.44744 0.01 0.01 0.02 -1.34
H -3.62962 1.76732 3.67007 0.02 0.00 0.00 0.46
H -2.23189 0.86220 3.06516 -0.01 0.01 -0.01 0.18
H -3.78668 0.72694 2.24911 0.00 0.02 0.01 0.30
H -3.59246 3.23435 1.69859 -0.01 0.00 -0.01 0.60
H -0.71465 2.90242 2.69293 -0.02 0.00 0.00 0.19
H -2.00118 3.63998 3.65477 0.00 0.01 -0.01 0.48
H -1.47851 4.39834 2.14781 0.00 -0.01 0.00 0.26
H -3.33442 1.62823 -1.65243 0.02 0.00 -0.01 0.49
H -5.18167 1.54516 0.78684 0.00 0.01 -0.01 0.26
H -5.66698 1.51550 -0.90345 0.01 0.00 0.00 0.45
H -4.93051 2.96734 -0.22016 0.00 0.01 -0.01 0.31
H -3.73847 -0.59223 0.40495 0.02 0.00 -0.01 0.25
H -2.60484 -0.62503 -0.94387 0.00 0.01 -0.01 0.02
H -4.34501 -0.59228 -1.25415 0.01 0.01 0.01 0.48
H -1.58116 3.03370 -1.72451 0.00 -0.01 -0.03 0.07
H -2.73397 4.98744 0.33705 0.02 0.00 0.00 0.22
H -3.54090 4.34301 -1.09492 0.00 -0.01 0.01 0.31
H -2.18375 5.45259 -1.26954 0.00 -0.02 -0.01 0.48
H -0.03150 4.36216 0.53880 0.00 -0.02 -0.01 0.15
H 0.14598 4.65339 -1.19108 0.00 -0.01 0.01 0.54
H 0.54719 3.06964 -0.52314 -0.01 0.00 0.00 -0.07
```
Forces are in eV/Å.